1.
A structure of composition C33H37B2EuF4N7O5PS2Se2. Source: the Open Molecules 2025 dataset; level of theory: ωB97M-V/def2-TZVPD.

Computed properties:
HOMO (spin up / spin down) ... -13.416 / -13.422 eV
Charge ... +2
Gap between HOMO and LUMO (spin up / spin down) ... 7.621 / 4.196 eV
Multiplicity ... 7

Each line ends with the Löwdin spin population.
CARTESIAN COORDINATES (ANGSTROEM)
H1 1.7488 -1.2368 4.0964  0.00
O1 3.7670 2.7122 -0.0580  0.00
H2 -3.1806 -5.9160 1.5331  0.00
H3 -1.0550 2.7834 4.7067  0.00
H4 -4.6173 3.9698 -4.5182  0.00
H5 0.8620 -5.3857 3.3624  0.00
N1 1.9531 1.9661 2.0535  0.00
Eu1 0.7386 0.3599 0.1267  4.05
H6 -1.4684 -5.4152 -6.7720  0.00
C1 -1.4114 -4.4163 -6.3614  0.00
C2 -2.7823 -4.9871 1.9311  0.00
C3 1.8455 3.5564 -0.7472  0.00
C4 -2.6174 -3.8569 -5.9052  0.01
O2 3.3023 2.0223 2.2804  0.00
H7 0.6824 -4.0556 -6.7754  0.00
H8 2.3766 3.1831 4.6197  0.00
H9 2.4170 -4.2537 7.1783  0.00
C5 -1.4476 -4.6745 1.7082  0.00
N2 -0.6476 1.5651 1.7950  -0.01
F1 5.3654 2.8170 1.5645  0.00
C6 -2.9781 1.1359 -5.5286  0.01
H10 -0.8337 -5.3989 1.1718  0.00
O3 -1.5979 2.6545 -0.8917  0.00
H11 5.0999 -3.2213 0.5162  0.00
C7 2.5749 4.7888 -1.2162  0.00
C8 -0.2501 -3.6421 -6.3367  0.01
H12 -3.6540 -2.0888 -5.2876  0.00
H13 -3.7542 2.8283 -6.5504  0.00
C9 -1.2939 3.0188 3.6735  0.00
C10 1.2409 -4.5894 4.0154  0.00
S1 2.4435 -2.0444 -1.6313  0.04
H14 -1.5819 -1.3865 2.7783  0.00
C11 -2.6867 -2.5356 -5.4603  0.00
H15 -4.5309 -4.5473 3.1218  0.00
H16 -3.0817 0.7286 -2.0941  0.00
H17 4.2999 -1.0847 1.2190  0.00
O4 0.7281 -1.4326 1.6164  -0.01
C12 2.1081 -3.9511 6.1735  0.00
H18 -0.6448 5.2121 -0.0006  0.00
C13 -1.0008 -3.3976 2.1779  0.00
C14 1.6907 3.6496 3.8997  0.00
H19 3.5985 4.4300 -1.4982  0.00
F2 3.5164 4.3464 1.6093  0.00
H20 2.2299 4.4411 3.3861  0.00
C15 -1.4657 -1.8409 -5.2141  0.00
S2 0.7367 -2.9499 1.9029  0.00
H21 -2.7404 0.5948 -6.4284  0.00
C16 -3.1878 -2.8628 3.0870  0.00
N3 4.2171 -3.2762 0.0052  0.00
C17 2.0771 -2.5919 5.8135  0.00
H22 1.7394 -5.9911 5.5522  0.00
H23 2.1313 5.1836 -2.1582  0.00
H24 0.8509 4.0564 4.4528  0.00
H25 3.3296 0.2035 -1.0795  0.00
C18 -0.2895 2.3555 2.7397  0.00
C19 1.2043 2.6021 2.9223  0.00
H26 4.1646 -4.0857 -0.6409  0.00
Se1 -1.5243 -1.7468 -2.0344  0.81
H27 2.3057 -1.7592 6.4774  0.00
Se2 0.5092 0.5337 -3.7366  0.90
C20 -3.5776 -4.1760 2.7415  0.00
N4 2.3722 2.5179 -0.2613  0.00
H28 -3.5509 -4.4086 -6.0133  0.00
C21 -1.8819 -2.4469 2.7159  0.00
N5 3.2095 0.1406 -0.0591  -0.01
C22 1.7212 -4.9399 5.2571  0.00
H29 -2.2878 2.5893 3.4408  0.00
H30 0.6113 -1.7468 -5.7207  0.01
C23 1.2673 -3.2443 3.6080  0.00
C24 -0.2972 -2.3529 -5.7553  0.01
H31 0.5482 5.7186 -1.2485  0.00
H32 2.6485 5.5523 -0.4446  0.00
C25 -2.6929 0.6310 -4.2286  0.04
F3 -1.5538 3.9057 1.1583  0.00
O5 -1.9888 1.6065 1.3385  0.00
C26 3.5335 -2.1764 -0.3563  0.01
H33 -4.4185 2.8129 -2.3004  0.00
C27 1.7032 -2.2510 4.4879  0.00
P1 -1.3916 -0.5669 -3.9251  0.09
C28 0.4085 3.6342 -0.8882  0.00
N6 3.8287 -1.0439 0.3396  0.00
C29 -3.6477 2.3686 -5.5868  0.00
F4 -3.5216 3.0511 0.3069  0.00
C30 -4.1198 2.9931 -4.4486  0.01
C31 -3.2796 1.1706 -3.0878  0.02
B1 4.0394 3.0273 1.3536  0.00
C32 -3.9661 2.4027 -3.1966  0.00
H34 -1.0255 5.0407 -1.7196  0.00
H35 -3.9078 -2.1958 3.5800  0.00
N7 -0.2578 2.5101 -0.8094  0.00
H36 3.7069 0.9143 0.4336  0.00
H37 -1.3240 4.0786 3.4600  0.00
C33 -0.2071 5.0037 -0.9964  0.00
B2 -2.2319 2.8032 0.4820  0.00

Forces on the atoms, in the same order (eV/Å):
H -0.046 0.013 0.391
O -1.082 -1.124 -0.564
H 0.060 0.052 0.232
H 0.225 0.216 0.107
H 0.226 -0.510 -0.035
H 0.203 0.411 0.130
N -1.747 -0.473 2.248
Eu 0.757 1.585 1.449
H 0.400 -0.013 0.033
C -0.301 0.737 0.417
C 0.163 -0.239 0.574
C 0.586 1.884 -0.901
C -0.136 0.712 -0.614
O 0.213 0.728 -0.800
H -0.714 0.557 0.431
H -0.039 0.146 -0.192
H -0.084 0.203 -0.380
C -0.086 1.356 0.394
N 0.249 -0.013 -1.192
F -0.146 0.297 0.085
C -0.163 0.797 1.138
H 0.152 0.459 0.169
O -1.021 -0.271 0.372
H -0.526 0.210 -0.177
C 1.625 -1.043 -1.138
C 0.011 -0.013 -0.261
H -0.061 0.066 0.421
H -0.313 0.092 -0.291
C -0.246 -1.000 -1.102
C -0.012 -0.038 -0.819
S -0.712 -0.460 -0.245
H -0.029 -0.711 0.374
C 0.844 -0.374 0.666
H 0.125 0.150 -0.454
H -0.213 0.427 -0.646
H 0.297 0.337 0.422
O 0.090 -0.055 -0.021
C 0.023 0.621 0.070
H 0.249 0.125 -0.634
C -0.412 -0.460 -1.052
C -0.130 -1.005 0.231
H -0.725 0.670 0.504
F 0.624 -1.215 -0.102
H 0.009 -0.087 -0.102
C -0.248 -0.249 -0.528
S -0.791 -0.168 0.433
H 0.473 0.040 -0.122
C 0.808 -0.667 -0.737
N 0.077 -1.215 -0.951
C -0.368 -0.368 -1.176
H -0.011 0.368 -0.089
H 0.138 -0.227 0.845
H 0.025 0.091 0.002
H 0.460 0.318 0.428
C -0.438 0.268 0.812
C 0.473 -0.465 -1.368
H -0.114 0.903 0.793
Se 0.177 0.449 0.084
H 0.159 -0.507 0.067
Se 0.059 -0.009 0.055
C -0.169 0.832 0.295
N 1.008 0.359 -0.625
H 0.266 0.089 -0.018
C -0.563 -0.146 0.065
N -0.004 0.229 0.877
C -0.077 0.198 0.660
H 0.554 0.371 0.150
H -0.091 -0.314 0.131
C 0.343 -0.079 0.696
C 0.807 -0.741 -0.040
H -0.051 0.402 -0.002
H 0.032 0.014 -0.056
C -0.140 -0.316 0.161
F -0.696 -0.658 -0.619
O 0.686 -0.634 0.564
C 0.967 1.338 0.938
H 0.165 0.172 -0.128
C -0.081 -0.391 -0.238
P -1.362 -0.964 -1.469
C -2.145 -1.105 -0.094
N -0.460 -1.866 -1.086
C 0.664 -1.277 -0.433
F -1.234 -0.233 -0.226
C -0.135 0.557 0.905
C 0.208 1.477 0.504
B -0.603 0.752 0.983
C -0.203 -1.266 0.033
H 0.071 -0.163 0.105
H 0.564 -0.270 -0.212
N 1.633 1.120 -0.222
H -0.336 -0.348 -0.692
H 0.013 0.241 0.321
C -0.580 -0.729 0.439
B 1.884 1.044 0.650

=====

2.
A structure of composition C33H37BrGeN4O2SeW. Source: the Open Molecules 2025 dataset; level of theory: ωB97M-V/def2-TZVPD.

Computed properties:
HOMO ... -13.295 eV
Charge ... +2
Gap between HOMO and LUMO ... 5.078 eV
ΔE to the lowest compared entry with this formula, charge and spin ... 0.0 kJ/mol

Each line ends with the Mulliken charge.
CARTESIAN COORDINATES (ANGSTROEM)
H1 0.1220 2.4563 5.9442  0.46
Ge1 -4.2444 2.2241 1.8615  0.85
N1 -1.4246 -0.4929 2.5343  -0.97
H2 -1.2471 1.4286 4.1450  0.43
C1 0.0352 5.2210 2.0046  -0.70
C2 2.0595 -6.3639 1.9112  -0.53
C3 -4.1550 1.5176 3.6772  -1.19
W1 0.2375 -0.1522 0.0656  -1.10
H3 -3.6254 0.5748 3.7830  0.27
H4 2.3112 -0.2032 2.3894  0.61
C4 -5.1507 3.9450 1.9467  -1.36
H5 -3.5967 -1.8047 3.0310  0.58
H6 -0.6066 5.2451 2.8770  0.47
C5 -5.1446 1.0481 0.5909  -0.78
C6 1.4681 -2.8129 -0.3758  0.33
H7 -5.1738 1.3796 4.0426  0.45
H8 -3.4509 2.5493 -1.3387  0.46
C7 -1.7974 -0.9033 0.2352  1.49
N2 2.2033 -0.6448 -0.1473  0.56
H9 -2.2017 2.1511 -2.5398  0.48
H10 -0.1632 7.3212 1.6150  0.43
C8 0.5991 1.8935 5.1529  -0.75
H11 -5.9590 0.5166 1.0836  0.39
H12 -4.2584 -2.8250 -1.0765  0.52
H13 3.6654 0.8429 4.1633  0.47
H14 -2.2725 -1.5874 -1.7533  0.43
C9 2.5944 0.9928 4.1476  -0.85
H15 1.1170 -5.3311 3.5417  0.43
C10 -2.2330 -1.0133 1.5638  0.01
H16 -2.5386 3.8011 0.8806  0.89
H17 0.4715 3.1299 2.1758  0.73
C11 -2.6450 1.8647 -1.5917  -1.16
H18 3.3687 -2.0442 -1.0003  0.33
H19 1.2520 -3.0729 -1.4175  0.35
H20 -6.1564 3.8198 2.3486  0.41
H21 1.3826 7.2976 -0.3108  0.43
C12 0.2937 6.3914 1.3023  -0.57
H22 -5.2357 4.3936 0.9561  0.40
C13 -0.1705 1.3272 4.1507  -0.34
C14 1.4852 4.0071 0.5102  0.18
O1 0.3494 -2.0534 0.0603  -0.25
H23 2.5765 2.1833 5.9280  0.45
C15 1.9798 1.7369 5.1441  -0.68
C16 -2.5575 -1.5829 -0.7098  -1.09
C17 -2.4111 2.7763 1.2431  -1.02
N3 -0.3473 0.0104 2.1100  1.98
C18 -3.6827 -2.3069 -0.3190  -0.70
H24 2.2146 -7.2751 2.4734  0.41
C19 2.2897 -5.1324 -0.1272  0.90
H25 3.1650 2.9722 -0.2884  0.49
C20 0.6192 4.0322 1.6029  0.31
H26 0.7463 -3.2692 2.2406  0.27
H27 -4.9484 -2.9985 1.2745  0.47
C21 0.4638 0.6057 3.1447  0.07
C22 1.2440 -4.1154 1.7819  -0.03
H28 -3.0089 0.8440 -1.6165  0.16
C23 1.8354 0.4144 3.1400  -0.45
H29 -5.5794 1.6397 -0.2158  0.44
H30 2.4878 5.2000 -0.9804  0.46
H31 3.7422 0.6794 -0.7564  0.58
Se1 -1.2856 2.1367 -0.2283  0.82
C24 1.7889 1.4896 0.1089  1.44
N4 2.6367 -1.9057 -0.3122  -0.90
C25 2.7529 0.5279 -0.3213  -0.46
H32 -4.4729 0.3098 0.1582  -0.10
H33 2.9744 -7.1513 0.1347  0.32
C26 -3.3503 -1.7522 1.9789  -0.09
H34 3.0966 -5.7866 -1.7515  0.36
O2 2.7194 -4.9658 -1.4128  -0.57
H35 -1.7299 2.8682 2.0880  -0.08
C27 2.4856 -6.3009 0.5954  -0.84
C28 -4.0834 -2.4054 1.0137  -0.95
C29 1.7826 5.2019 -0.1579  -0.64
H36 -3.6821 2.2540 4.3306  0.37
C30 1.4427 -5.2731 2.5127  -1.05
C31 1.1664 6.3804 0.2197  -0.72
C32 2.1595 2.7951 0.1011  -1.19
C33 1.6544 -4.0408 0.4566  -0.28
Br1 -0.0397 -0.0537 -2.3728  -0.17
H37 -4.6154 4.6400 2.5950  0.38

Forces on the atoms, in the same order (eV/Å):
H 0.001 -0.007 -0.012
Ge -0.149 -0.068 -0.079
N -0.208 0.042 -0.064
H -0.027 0.014 -0.004
C -0.026 0.001 0.001
C -0.006 -0.015 0.011
C 0.085 0.052 0.054
W -0.368 0.079 -2.004
H 0.045 -0.063 -0.046
H -0.006 -0.019 0.007
C 0.006 0.031 -0.031
H 0.007 -0.004 0.003
H 0.009 -0.004 -0.018
C 0.026 0.003 -0.034
C -0.208 0.039 0.136
H -0.002 -0.015 -0.041
H -0.009 0.014 -0.010
C -0.256 -0.071 0.073
N 0.272 -0.219 0.414
H 0.008 -0.028 -0.002
H 0.007 -0.009 0.001
C -0.029 0.012 -0.031
H 0.013 0.028 0.043
H 0.025 0.006 -0.009
H -0.005 0.008 0.006
H -0.022 -0.002 -0.011
C 0.011 -0.058 -0.040
H 0.000 -0.001 -0.008
C 0.182 -0.094 0.273
H -0.048 0.035 0.118
H -0.011 -0.164 0.102
C -0.018 0.013 0.075
H -0.034 -0.011 -0.068
H 0.075 -0.054 -0.009
H 0.005 -0.011 -0.006
H 0.000 -0.005 0.000
C -0.010 0.008 0.008
H -0.004 -0.001 0.004
C 0.116 0.059 -0.001
C -0.013 0.042 0.052
O 0.156 0.171 0.030
H 0.001 -0.003 -0.009
C 0.019 0.008 0.037
C 0.068 0.095 0.013
C 0.207 0.096 -0.100
N 0.271 0.025 0.389
C -0.050 -0.029 -0.044
H -0.004 0.009 0.000
C 0.029 -0.004 0.011
H -0.002 0.008 0.031
C 0.042 0.120 0.014
H 0.004 0.019 -0.017
H 0.004 0.014 0.029
C -0.064 0.051 -0.003
C -0.053 -0.011 0.003
H -0.004 -0.054 0.038
C 0.040 0.121 0.065
H 0.021 -0.009 0.000
H -0.006 -0.018 0.003
H -0.046 0.030 -0.093
Se -0.121 -0.050 0.074
C -0.138 0.104 0.360
N 0.141 0.046 0.150
C -0.021 -0.080 0.007
H 0.012 -0.022 0.007
H 0.000 0.014 -0.008
C -0.122 0.036 -0.150
H -0.013 0.029 0.007
O 0.019 -0.018 -0.031
H -0.014 -0.119 0.053
C -0.007 0.030 0.008
C 0.024 0.027 0.022
C -0.019 -0.010 0.020
H 0.001 -0.005 -0.016
C 0.018 -0.004 0.004
C -0.001 0.000 -0.007
C 0.119 -0.134 -0.217
C 0.057 -0.094 0.005
Br -0.004 0.064 0.467
H 0.002 -0.011 0.001

=====

| no. | largest force on an atom (eV/A) |
| --- | --- |
| 1 | 2.89 |
| 2 | 2.04 |